1.
The following is a DFT calculation (the ωB97M-V functional and the def2-TZVPD basis) of a single C3H6NO2 molecule at a distorted geometry.

Each line ends with the Mulliken spin population.
Atoms and positions in Å:
O -0.860 -2.377 -1.374  0.8640
O 1.343 -1.872 -0.869  0.0499
N -0.033 1.752 0.763  0.0072
C 0.073 -1.649 -0.883  -0.0153
C 0.561 0.459 0.396  0.0252
C -0.487 -0.234 -0.535  0.0731
H -1.491 -0.224 -0.065  -0.0004
H -0.720 0.255 -1.542  -0.0063
H 0.424 1.945 1.726  0.0034
H 0.643 -0.243 1.295  0.0000
H 1.548 0.708 0.042  -0.0002
H -1.001 1.481 1.047  -0.0007

Results
- 2S+1 = 2
- energy above the lowest of the compared OMol25 structures with the same formula, charge and spin (kcal per mole) = 29.4
- lowest unoccupied orbital energy (spin up / spin down) (eV) = 0.72 / -3.37

=====

2.
The following is a DFT calculation (the ωB97M-V functional and the def2-TZVPD basis) of a single C19H21N3OS2 molecule at a distorted geometry.

Each line ends with the Löwdin charge.
Atoms and positions in Å:
S -1.383 1.681 1.793  1.1002
S -0.588 -1.862 -2.186  1.1518
O -2.873 0.132 3.789  0.0073
N -1.085 -2.892 0.153  0.0838
N -1.867 -1.209 2.298  0.1048
N 1.709 3.053 -0.634  -0.1822
C -0.959 -4.327 -2.998  -0.1177
C 2.301 1.727 -0.784  -0.1670
C -0.669 -0.448 0.289  -0.1696
C -1.426 -6.233 -1.465  -0.0905
C 3.292 4.406 0.665  -0.0484
C -2.674 -1.008 3.391  -0.5377
C 1.865 5.369 -1.338  -0.0687
C 1.133 0.785 -1.175  -0.1546
C 0.466 3.183 0.174  -0.1526
C -0.148 1.833 0.535  -0.4421
C -0.993 -3.517 -1.968  -0.5484
C -1.553 -5.289 -0.468  -0.0115
C -3.248 -2.189 4.101  0.0036
C -1.366 -0.097 1.461  -0.3383
C -1.087 -5.737 -2.747  -0.0616
C 0.094 0.706 -0.139  -0.2814
C -1.210 -3.931 -0.703  -0.3086
C -0.701 -1.755 -0.449  -0.4393
C 2.678 4.195 -0.744  -0.3828
H 3.098 2.001 -1.612  0.1451
H -3.440 -1.851 5.143  0.1030
H -1.761 -5.651 0.525  0.1034
H 0.631 3.886 0.978  0.1026
H 2.506 6.226 -1.671  0.0804
H -0.783 -3.958 -3.971  0.0938
H -0.236 3.754 -0.392  0.1017
H 1.230 5.868 -0.549  0.0871
H 2.897 3.721 1.367  0.0597
H -1.877 -2.142 1.924  0.0947
H -4.102 -2.408 3.583  0.0485
H 1.288 5.050 -2.213  0.0774
H 2.898 5.284 1.026  0.0239
H 2.858 1.214 0.072  0.1348
H 0.624 1.023 -2.109  0.1266
H 4.453 4.581 0.520  0.1235
H -2.606 -3.125 4.112  0.1084
H 1.652 -0.130 -1.125  0.0879
H -0.986 -6.436 -3.618  0.1097
H -1.542 -7.343 -1.416  0.1182
H 3.489 3.860 -1.425  0.1211

Results
- SMILES string = CC(=O)Nc1sc2c(c1-c1nc3ccccc3s1)CCN(C(C)C)C2
- energy above the lowest of the compared OMol25 structures with the same formula, charge and spin (kcal per mole) = 75.6
- lowest unoccupied orbital energy (eV) = -0.02